Below is a 2-piece molecular cluster, C2H7S overall at a distorted geometry, with properties calculated with wB97M-V/def2-TZVPD.

Geometry as XYZ:
```
10
Properties=species:S:1:pos:R:3
C 2.085 -1.410 -0.758
H 2.631 -1.624 0.155
H 1.022 -1.620 -0.645
H 2.221 -0.377 -1.068
H 2.401 -2.072 -1.567
C -1.960 1.384 0.810
S -3.769 1.295 0.843
H -1.545 2.376 0.572
H -1.535 0.952 -0.116
H -1.550 1.096 1.775
```

## Properties
- DFT total energy: -13022.8843 eV
- HOMO-LUMO gap: 5.25 eV
- Energy relative to the best compared isomer or geometry (same formula, charge and spin): 0.733 eV
- Spin multiplicity: 1
- Charge: -1